Formula: C3H8O3S2
Source: OMol25
Level of theory: ωB97M-V/def2-TZVPD

Positions of all 16 atoms, in Å:
1 O -0.21 -0.23 -2.69
2 C -0.86 -0.66 -1.79
3 O -1.21 -1.99 -1.75
4 C -1.53 -0.05 -0.58
5 C -0.42 0.03 0.51
6 S -0.96 1.04 1.92
7 S 0.51 2.37 2.49
8 H -0.79 -2.57 -2.39
9 H -1.86 0.99 -0.68
10 H -2.36 -0.71 -0.27
11 H 0.49 0.37 -0.02
12 H -0.27 -1.01 0.85
13 H 0.93 2.89 1.37
14 O 2.61 -0.33 0.78
15 H 3.42 0.13 0.52
16 H 2.52 -0.27 1.74

Summary:
E_HOMO = -8.62 eV
SMILES = O=C(O)CCSS.O
net charge = 0



Formula: C9H19N6PdS2
Source: OMol25
Level of theory: ωB97M-V/def2-TZVPD

Positions of all 37 atoms, in Å:
1 Pd 1.45 0.20 1.05
2 N 3.49 0.45 0.28
3 C 3.97 -0.53 -0.71
4 C 4.12 -1.88 -0.03
5 C 2.81 -2.52 0.41
6 N 2.22 -1.88 1.61
7 H 3.42 1.39 -0.11
8 H 4.15 0.50 1.05
9 H 4.93 -0.24 -1.15
10 H 3.24 -0.57 -1.52
11 H 4.79 -1.80 0.83
12 H 4.62 -2.56 -0.73
13 H 2.97 -3.58 0.61
14 H 2.09 -2.45 -0.41
15 H 2.89 -1.85 2.37
16 H 1.47 -2.48 1.94
17 S 0.70 1.77 -0.35
18 C -0.46 2.30 0.85
19 S -0.24 1.26 2.22
20 C -1.43 3.24 0.67
21 C -2.41 3.44 1.70
22 N -3.18 3.51 2.54
23 C -1.54 3.93 -0.57
24 N -1.64 4.49 -1.57
25 N -3.96 -1.59 -1.34
26 C -4.07 -0.14 -1.45
27 C -2.74 0.48 -1.03
28 N -2.37 -0.15 0.28
29 H -4.86 -2.02 -1.18
30 H -2.67 -1.13 0.20
31 H -3.59 -2.00 -2.18
32 H -4.86 0.21 -0.79
33 H -4.32 0.22 -2.45
34 H -2.79 1.56 -0.91
35 H -1.94 0.23 -1.72
36 H -1.38 -0.07 0.51
37 H -2.87 0.29 1.07

Summary:
E_HOMO = -11.27 eV
net charge = +1



Formula: C22H30N4O
Source: OMol25
Level of theory: ωB97M-V/def2-TZVPD

Positions of all 57 atoms, in Å:
1 C -4.48 -1.92 -0.62
2 C -3.00 -2.17 -0.53
3 C -2.38 -2.98 -1.48
4 C -1.04 -3.28 -1.39
5 C -0.29 -2.78 -0.35
6 C -0.86 -1.95 0.61
7 C -0.04 -1.41 1.74
8 C -2.22 -1.64 0.50
9 N -2.81 -0.80 1.47
10 C -3.17 0.52 1.29
11 O -3.37 1.25 2.25
12 N -3.32 0.91 0.00
13 C -3.39 2.31 -0.35
14 C -2.11 2.78 -1.06
15 C -0.88 2.54 -0.18
16 N 0.34 2.98 -0.84
17 C 1.43 3.25 0.08
18 C 2.03 1.97 0.68
19 N 2.49 1.09 -0.37
20 C 3.43 0.11 -0.06
21 C 4.57 0.44 0.68
22 C 5.54 -0.50 0.96
23 C 5.41 -1.81 0.51
24 C 4.29 -2.15 -0.23
25 C 3.32 -1.21 -0.52
26 C 1.44 0.77 -1.32
27 C 0.82 2.07 -1.86
28 H -5.00 -2.86 -0.79
29 H -4.85 -1.47 0.30
30 H -4.71 -1.26 -1.45
31 H -2.98 -3.40 -2.28
32 H -0.57 -3.92 -2.13
33 H 0.76 -3.03 -0.26
34 H 1.02 -1.49 1.52
35 H -0.25 -1.96 2.65
36 H -0.28 -0.36 1.93
37 H -2.59 -1.01 2.44
38 H -3.00 0.28 -0.72
39 H -3.54 2.86 0.58
40 H -4.26 2.48 -1.00
41 H -2.01 2.23 -2.00
42 H -2.19 3.84 -1.29
43 H -1.00 3.13 0.74
44 H -0.85 1.48 0.11
45 H 1.08 3.91 0.87
46 H 2.21 3.77 -0.49
47 H 2.86 2.24 1.34
48 H 1.27 1.47 1.30
49 H 4.71 1.45 1.03
50 H 6.40 -0.21 1.54
51 H 6.16 -2.54 0.73
52 H 4.17 -3.16 -0.60
53 H 2.46 -1.51 -1.09
54 H 1.87 0.23 -2.16
55 H 0.65 0.15 -0.86
56 H 0.01 1.83 -2.55
57 H 1.59 2.61 -2.42

Summary:
E_HOMO = -7.74 eV
SMILES = Cc1cccc(C)c1NC(=O)NCCCN1CCN(c2ccccc2)CC1
net charge = 0



Formula: C18H25ClN2O3S
Source: OMol25
Level of theory: ωB97M-V/def2-TZVPD

Positions of all 50 atoms, in Å:
1 C -0.23 -1.34 4.19
2 C -0.51 -0.32 3.14
3 C 0.50 0.46 2.60
4 C 0.24 1.41 1.63
5 C -1.05 1.58 1.18
6 S -1.40 2.77 -0.12
7 O -2.76 3.19 0.01
8 O -0.35 3.75 -0.08
9 N -1.27 1.97 -1.56
10 C -2.37 1.16 -2.01
11 C -2.19 -0.32 -1.65
12 C -0.84 -0.81 -2.17
13 C 0.29 0.06 -1.59
14 C 1.62 -0.41 -2.18
15 O 2.08 0.04 -3.21
16 N 2.22 -1.39 -1.47
17 C 3.44 -2.05 -1.88
18 C 3.18 -3.53 -2.23
19 C 3.55 -4.29 -0.96
20 C 4.79 -3.55 -0.47
21 C 4.47 -2.07 -0.73
22 C 0.04 1.52 -1.96
23 C -2.09 0.83 1.70
24 C -1.81 -0.11 2.68
25 Cl -3.11 -1.05 3.33
26 H -0.78 -1.10 5.11
27 H -0.57 -2.33 3.87
28 H 0.83 -1.39 4.42
29 H 1.51 0.32 2.96
30 H 1.02 2.03 1.22
31 H -3.27 1.57 -1.55
32 H -2.45 1.26 -3.10
33 H -2.99 -0.90 -2.09
34 H -2.22 -0.44 -0.57
35 H -0.69 -1.86 -1.90
36 H -0.81 -0.74 -3.26
37 H 0.31 -0.05 -0.50
38 H 1.76 -1.75 -0.64
39 H 3.79 -1.49 -2.75
40 H 2.15 -3.69 -2.55
41 H 3.84 -3.83 -3.04
42 H 3.74 -5.35 -1.15
43 H 2.75 -4.21 -0.22
44 H 5.65 -3.85 -1.07
45 H 5.01 -3.74 0.57
46 H 4.03 -1.61 0.15
47 H 5.36 -1.50 -0.99
48 H 0.76 2.18 -1.49
49 H 0.14 1.63 -3.05
50 H -3.10 1.02 1.37

Summary:
E_HOMO = -9.29 eV
SMILES = Cc1ccc(S(=O)(=O)N2CCC[C@@H](C(=O)NC3CCCC3)C2)cc1Cl
net charge = 0



Formula: C4H4O3
Source: OMol25
Level of theory: ωB97M-V/def2-TZVPD

Positions of all 11 atoms, in Å:
1 C 0.56 0.46 -0.46
2 C -0.38 1.20 0.41
3 C -0.40 2.49 0.38
4 O -0.40 3.64 0.19
5 C -1.41 0.33 1.28
6 O -1.97 0.83 2.22
7 O -1.64 -1.02 0.93
8 H 1.11 1.09 -1.02
9 H 0.00 -0.20 -1.14
10 H 1.08 -0.34 0.10
11 H -2.29 -1.25 1.67

Summary:
E_HOMO = -9.39 eV
SMILES = CC(=C=O)C(=O)O
net charge = 0



Formula: C27H33ClNO6PdTe
Source: OMol25
Level of theory: ωB97M-V/def2-TZVPD

Positions of all 70 atoms, in Å:
1 Pd 2.00 -0.70 2.22
2 O 3.24 -0.92 4.08
3 Cl 4.41 -0.16 3.58
4 O 5.60 -0.78 4.02
5 O 4.28 -0.23 2.11
6 O 4.33 1.20 4.00
7 C -1.41 3.69 -4.93
8 C -0.96 2.79 -3.81
9 C 0.08 1.89 -4.00
10 C 0.51 1.04 -2.98
11 C 1.63 0.07 -3.24
12 C -0.14 1.12 -1.74
13 Te 0.53 -0.16 -0.19
14 N -0.14 -0.37 2.27
15 C -0.38 -1.68 2.32
16 O 0.64 -2.45 2.37
17 C -1.75 -2.24 2.27
18 C -2.85 -1.39 2.29
19 C -4.12 -1.90 2.17
20 C -4.31 -3.27 2.03
21 C -3.21 -4.13 2.02
22 C -1.93 -3.61 2.13
23 C -0.53 -1.87 -0.82
24 C -1.89 -1.73 -1.06
25 C -2.65 -2.83 -1.42
26 C -2.04 -4.07 -1.53
27 C -0.68 -4.20 -1.29
28 C 0.11 -3.11 -0.92
29 C 1.57 -3.30 -0.65
30 C -1.19 2.01 -1.52
31 C -1.96 2.12 -0.22
32 C -1.58 2.84 -2.57
33 H -0.67 3.73 -5.73
34 H -1.59 4.70 -4.57
35 H -2.35 3.32 -5.35
36 H 0.58 1.84 -4.96
37 H 2.00 0.18 -4.26
38 H 1.29 -0.96 -3.11
39 H 2.46 0.24 -2.55
40 H -2.68 -0.32 2.39
41 H -4.98 -1.24 2.19
42 H -5.31 -3.68 1.94
43 H -3.36 -5.19 1.91
44 H -1.06 -4.26 2.12
45 H -2.36 -0.76 -0.96
46 H -3.71 -2.72 -1.60
47 H -2.62 -4.94 -1.81
48 H -0.21 -5.17 -1.38
49 H 1.90 -4.29 -0.97
50 H 1.78 -3.20 0.41
51 H 2.18 -2.56 -1.18
52 H -1.48 1.59 0.60
53 H -2.96 1.70 -0.34
54 H -2.07 3.16 0.07
55 H -2.39 3.54 -2.41
56 C 3.48 2.01 -0.25
57 C 3.14 2.60 1.10
58 O 1.96 1.95 1.60
59 C 1.42 2.57 2.77
60 C 0.59 3.80 2.44
61 H 4.38 2.50 -0.64
62 H 2.67 2.17 -0.96
63 H 3.69 0.95 -0.16
64 H 2.95 3.67 1.01
65 H 3.95 2.45 1.82
66 H 2.24 2.81 3.45
67 H 0.80 1.81 3.24
68 H 1.18 4.57 1.94
69 H 0.19 4.23 3.36
70 H -0.24 3.53 1.80

Summary:
⟨S²⟩ = 3.769
E_HOMO (alpha / beta) = -8.01 / -8.78 eV
multiplicity = 4
net charge = 0



Formula: C16H27MnO12P2Sb2
Source: OMol25
Level of theory: ωB97M-V/def2-TZVPD

Positions of all 60 atoms, in Å:
1 Mn -0.79 0.80 1.25
2 O -1.58 4.30 2.81
3 C -1.52 3.77 1.61
4 O -0.53 3.25 1.15
5 C -2.85 3.83 0.89
6 O -2.68 3.55 -0.47
7 C -3.61 2.62 -0.99
8 C -3.47 1.17 -0.51
9 O -4.33 0.39 -0.86
10 O -2.45 0.91 0.24
11 H -0.80 4.00 3.34
12 H -3.29 4.81 1.05
13 H -3.49 3.09 1.39
14 H -3.46 2.62 -2.07
15 H -4.64 2.94 -0.80
16 C 1.53 0.36 -4.55
17 Sb 1.90 0.52 -2.43
18 C 0.82 2.36 -2.22
19 C 0.17 -0.70 -1.95
20 C 0.38 -2.16 -2.19
21 C -0.11 -2.75 -3.35
22 C 0.07 -4.10 -3.61
23 C 0.75 -4.89 -2.70
24 C 1.24 -4.31 -1.54
25 C 1.08 -2.96 -1.26
26 C 1.62 -2.39 0.01
27 Sb 0.12 -2.04 1.52
28 C -0.60 -4.06 1.62
29 C 1.48 -2.12 3.16
30 H 1.70 -0.67 -4.88
31 H 2.20 1.02 -5.10
32 H 0.50 0.64 -4.77
33 H -0.14 2.28 -2.74
34 H 1.40 3.18 -2.65
35 H 0.64 2.57 -1.17
36 H -0.66 -0.32 -2.55
37 H -0.05 -0.49 -0.91
38 H -0.65 -2.13 -4.06
39 H -0.32 -4.53 -4.53
40 H 0.90 -5.94 -2.89
41 H 1.78 -4.92 -0.82
42 H 2.11 -1.42 -0.12
43 H 2.34 -3.07 0.46
44 H 0.25 -4.74 1.74
45 H -1.12 -4.30 0.69
46 H -1.28 -4.17 2.46
47 H 1.82 -3.15 3.30
48 H 1.02 -1.75 4.08
49 H 2.33 -1.48 2.93
50 O 2.32 2.95 1.62
51 P 2.32 1.37 1.82
52 O 3.66 0.79 1.72
53 O 1.21 0.81 0.92
54 O 1.79 1.19 3.35
55 P 0.43 1.49 4.15
56 O 0.42 3.14 4.22
57 O 0.51 0.93 5.50
58 O -0.75 1.20 3.24
59 H 1.41 3.27 1.48
60 H 0.93 3.43 4.98

Summary:
⟨S²⟩ = 8.754
E_HOMO (alpha / beta) = -5.66 / -5.77 eV
multiplicity = 6
net charge = -1



Q: Which ΔE to the lowest compared entry with this formula, charge and spin values were calculated for the entries above? A: 0.707, 0.000, 1.016, 0.156, 1.128, 0.000, 0.005, in eV.
Q: Which electronic energy values were calculated for the entries above? A: -31053.6198, -43726.6966, -31310.0358, -51553.1511, -10354.0837, -65594.2829, -104585.9962, in eV.